32
Properties=species:S:1:pos:R:3:forces:R:3:nbo_charge:R:1 method="wB97M-V/def2-TZVPD" s2=4.12 lumo_ev="-9.8 / -10.6" e_homo_ev="-16.137 / -15.694" spin_multiplicity=4 gap_ev="6.39 / 5.04" charge=+2 fmax_ev_per_a=5.90
C -0.3593 -2.1815 -0.2854 -0.8659 -0.4494 -0.1383 -0.75
C 1.0458 -1.6871 -0.5131 0.4386 -1.9059 -3.2553 0.44
H -0.4793 -3.1941 -0.6849 0.1393 0.0961 0.1487 0.33
H -1.1317 -1.5839 -0.8464 0.7864 -0.5898 0.2702 0.27
H -0.6087 -2.2239 0.7912 0.2472 -0.1982 -0.1540 0.24
O 1.8350 -2.0758 -1.3645 -2.0260 1.3646 2.7400 -0.33
I 0.7977 2.5389 0.8411 -0.4363 -0.4310 0.3458 -0.13
Nd -1.4312 0.2951 0.8686 -0.5924 0.9280 -0.3080 1.63
P -0.0785 0.6008 -1.9726 0.1775 0.5755 -1.4915 0.79
C 1.6290 1.0847 -2.4245 0.1156 0.0056 0.3621 -0.95
C -0.4488 -0.4733 -3.4226 -0.2331 -0.2462 0.6981 -0.94
H -2.0925 1.9628 -2.0663 0.2492 0.1476 -0.2911 0.26
H -1.0039 2.2454 -3.4799 -0.0838 0.0128 0.3459 0.27
H -0.6287 2.9736 -1.8766 -0.1553 -0.2253 -0.2352 0.26
C -1.0475 2.0981 -2.3910 -0.2180 0.1438 0.3613 -0.94
H -1.4709 -0.8518 -3.3376 0.0538 -0.0022 -0.2201 0.25
H -0.3437 0.1170 -4.3403 0.0179 -0.1732 0.2157 0.27
H 1.6440 1.4056 -3.4846 0.0305 -0.1608 0.5923 0.27
H 2.2824 0.2062 -2.2854 -0.0706 0.4618 -0.2313 0.25
H 0.2470 -1.3180 -3.4294 -0.1007 0.0811 -0.1688 0.25
H 1.9597 1.9039 -1.7672 0.0572 -0.2927 -0.4376 0.25
C 1.4447 -0.5409 0.4025 4.8691 1.9967 2.6628 0.54
O 2.4219 -0.3279 1.0307 -3.1172 -1.0219 -1.9404 -0.28
Cl -3.8009 0.3289 0.0446 0.6361 -0.0614 0.1431 -0.46
N 0.2299 0.9795 4.4948 -0.2148 -0.5107 -0.4967 -0.77
C -0.2795 -0.1872 4.0846 0.0846 -0.2841 0.7294 0.82
N -0.1951 -1.2475 4.8978 0.0340 0.5173 -0.5442 -0.76
O -0.8675 -0.3073 2.9461 0.3628 0.1513 0.0576 -0.84
H 0.7043 1.0261 5.3864 -0.0259 0.2902 -0.2070 0.43
H 0.2958 1.7402 3.8288 0.0305 -0.0429 0.3441 0.43
H -0.5566 -2.1319 4.5681 0.0331 0.1188 0.3318 0.44
H 0.2870 -1.1745 5.7869 -0.2234 -0.2954 -0.2295 0.43

12
Properties=species:S:1:pos:R:3:forces:R:3:nbo_charge:R:1 method="wB97M-V/def2-TZVPD" lumo_ev=0.2 e_homo_ev=-8.805 spin_multiplicity=1 gap_ev=9.05 charge=0 smiles="O=CO.CSS" fmax_ev_per_a=4.05
O 3.5357 0.8858 0.3405 0.7648 -2.7442 -0.1789 -0.54
C 3.4037 -0.3249 0.4183 -2.5438 2.2749 0.8616 0.64
O 2.1620 -0.8112 0.1076 -1.1415 -2.9767 0.0800 -0.72
H 3.9860 -1.0695 0.9418 1.0536 -0.0723 -0.1837 0.12
H 1.8609 -1.8226 0.3075 1.8933 3.5300 -0.5681 0.51
C -2.6425 -0.8196 1.2824 3.8890 0.5034 0.3122 -0.73
S -2.1746 0.6198 0.1739 -0.8556 -0.5985 -0.0879 0.04
S -0.8392 0.1209 -1.3734 0.6516 0.6364 2.0810 -0.15
H -3.6245 -1.0852 1.3938 -2.7617 0.0449 -0.3336 0.22
H -2.2443 -0.5104 2.2596 -0.3166 -0.0065 -0.1593 0.22
H -2.1164 -1.7598 1.0982 0.2202 0.2727 -0.5559 0.23
H 0.2105 0.6671 -0.5982 -0.8532 -0.8642 -1.2673 0.18

55
Properties=species:S:1:pos:R:3:forces:R:3:nbo_charge:R:1 method="wB97M-V/def2-TZVPD" lumo_ev=0.7 e_homo_ev=-8.026 spin_multiplicity=1 gap_ev=8.69 charge=0 smiles="OOC[Si@@H](Cl)CCCF.CN(C)C=O.CN(C)C=O.CN(C)C=O" fmax_ev_per_a=6.80
O -0.4932 -0.0685 -3.1319 0.5668 4.5441 4.4633 -0.45
O -0.4606 -0.9466 -4.0938 -0.1648 -5.1213 -4.4728 -0.29
C -1.0110 -2.2548 -3.6457 -0.0690 -0.2549 -1.1893 -0.56
Si -0.4205 -2.7746 -1.8885 -0.2752 0.2593 -0.1011 1.35
Cl 1.7082 -2.5721 -1.8460 -1.0781 -0.0627 0.0717 -0.41
C -1.3549 -1.9384 -0.4286 -0.9796 1.0386 0.6962 -0.91
C -0.6183 -0.6229 0.2134 -0.3987 0.1212 1.6369 -0.47
C 0.7681 -0.9657 1.0571 -0.4721 0.7419 -0.5457 0.02
F 1.8560 -0.1971 0.3468 -1.6966 -2.1658 1.6437 -0.41
H 0.2846 0.5647 -3.2658 -1.3378 -1.4763 0.1524 0.48
H -2.1788 -2.3127 -3.6913 2.2452 0.4833 0.0561 0.25
H -0.6109 -3.0503 -4.4399 -0.7190 1.8297 1.6595 0.22
H -0.6998 -4.2294 -1.7757 0.1840 0.0863 -0.0560 -0.20
H -1.6588 -2.7435 0.3984 0.8839 1.7646 -1.6545 0.23
H -2.3979 -1.5569 -0.8662 2.2275 -0.8721 0.7811 0.27
H -1.3693 -0.1751 1.0257 1.5342 -0.8921 -1.7429 0.20
H -0.4184 0.2540 -0.5435 -0.2847 -2.0247 1.3517 0.30
H 0.7411 -0.5272 2.1567 0.1188 -0.8850 -2.4043 0.18
H 1.0032 -2.1282 1.0965 -0.1500 2.6288 -0.3444 0.19
C -6.0251 -6.1676 -2.7361 0.0851 0.0652 0.1647 -0.40
N -5.0488 -5.2223 -2.2358 0.7054 0.8208 -1.1349 -0.43
C -4.8300 -5.1338 -0.8070 0.2482 0.2430 0.0291 -0.42
C -4.3225 -4.4053 -3.0761 -0.2985 -0.3788 0.7773 0.54
O -3.4843 -3.5866 -2.7211 -0.7902 -0.7498 0.1952 -0.64
H -7.0033 -5.9243 -2.3113 -0.0266 -0.1813 -0.1303 0.20
H -5.7314 -7.1754 -2.4287 -0.1937 -0.0174 -0.1161 0.20
H -6.0880 -6.1293 -3.8271 0.0712 0.0545 0.1922 0.21
H -5.0462 -4.1135 -0.4765 0.0799 -0.1446 0.1471 0.22
H -3.7808 -5.3585 -0.5932 -0.1303 0.0634 0.1643 0.22
H -5.4737 -5.8382 -0.2733 0.0918 0.1128 -0.2075 0.21
H -4.5672 -4.5542 -4.1407 -0.0629 -0.0657 0.0775 0.12
C 1.6442 4.9501 0.1376 -0.0451 -0.1410 0.0464 -0.40
N 1.2322 3.6656 -0.3891 -1.7202 0.1088 -0.5671 -0.43
C 2.1960 2.5856 -0.4311 -0.1416 -0.2632 0.0570 -0.44
C -0.0471 3.4394 -0.8513 1.1594 -0.0918 0.3225 0.53
O -0.4606 2.3815 -1.3078 0.4030 0.4317 0.1756 -0.65
H 2.4738 5.3302 -0.4655 -0.0046 0.1244 0.2302 0.20
H 1.9723 4.8191 1.1728 0.0719 0.2266 -0.2296 0.21
H 0.8214 5.6698 0.1103 0.0282 -0.1723 -0.0875 0.20
H 2.3168 2.2565 -1.4674 0.0933 -0.1323 0.1264 0.20
H 1.8179 1.7480 0.1627 0.2960 0.2478 -0.2900 0.24
H 3.1605 2.9130 -0.0336 -0.2396 0.0869 -0.0454 0.22
H -0.6972 4.3263 -0.7736 0.0904 0.0397 0.0415 0.11
C 4.1107 4.5365 5.6755 0.0688 -0.1639 -0.1261 -0.40
N 4.3198 4.0728 4.3197 -0.4376 1.0355 -0.9975 -0.43
C 4.8858 2.7564 4.1107 0.0097 -0.0340 -0.3499 -0.42
C 3.9974 4.8446 3.2235 0.3665 -0.7534 0.2949 0.53
O 4.1476 4.5152 2.0540 0.0508 -0.0200 0.9464 -0.63
H 5.0724 4.5526 6.1963 -0.1570 0.0681 0.1528 0.20
H 3.4291 3.8482 6.1836 0.0579 0.1595 0.1553 0.20
H 3.6798 5.5415 5.6865 0.0754 -0.1729 -0.0861 0.21
H 5.8157 2.8549 3.5428 -0.0854 -0.2082 0.0485 0.22
H 4.1806 2.1540 3.5302 0.2092 -0.0881 0.0453 0.22
H 5.0883 2.2667 5.0670 -0.0807 0.1912 -0.1437 0.21
H 3.5747 5.8257 3.4956 0.0168 -0.0443 0.1199 0.11

12
Properties=species:S:1:pos:R:3:forces:R:3:nbo_charge:R:1 method="wB97M-V/def2-TZVPD" lumo_ev=-0.7 e_homo_ev=-8.749 spin_multiplicity=1 gap_ev=8.03 charge=0 fmax_ev_per_a=6.49
C -1.9328 0.0671 -0.0273 -1.7649 0.6511 1.6359 -0.52
C 0.4706 -1.3320 0.7547 0.3434 1.0850 -0.6030 -0.25
C 1.4107 0.5821 -0.6210 1.9929 -3.1539 -2.7300 0.12
C 0.4538 1.4403 -0.4611 -2.9046 5.7273 0.9509 -0.45
H 0.9321 -2.3029 0.7675 -0.6899 -0.8895 0.2696 0.24
H 0.4022 -0.9836 1.8067 0.2611 0.5135 -0.8398 0.22
H 2.2108 0.6990 -1.5742 -2.0920 -0.2807 3.1915 0.24
H 0.3988 2.6052 -0.8690 0.8734 -3.6128 0.5621 0.26
O 1.4152 -0.7515 -0.1534 1.2139 2.1678 -0.1456 -0.53
S -3.5893 -0.0721 -0.2898 1.9795 0.9216 0.0174 0.02
S -1.1392 -1.4314 -0.0428 0.2639 -1.6646 -0.3750 0.38
S -1.0329 1.4799 0.7098 0.5233 -1.4648 -1.9342 0.27

10
Properties=species:S:1:pos:R:3:forces:R:3:nbo_charge:R:1 method="wB97M-V/def2-TZVPD" lumo_ev=0.3 e_homo_ev=-9.477 spin_multiplicity=1 gap_ev=9.80 charge=0 smiles="N=C=C=C=O.C=O" fmax_ev_per_a=3.75
N 1.6098 0.3829 -1.6037 -2.2810 0.3431 0.1875 -0.64
C 0.4044 0.3353 -1.4866 3.1678 -0.9632 -0.4413 0.55
C -0.8306 -0.0634 -1.5330 0.5886 0.7511 0.1521 -0.61
C -2.0779 0.0117 -1.3353 -2.5757 -0.6436 0.2935 0.72
O -3.2477 -0.0848 -1.1803 1.9652 0.4791 -0.2263 -0.48
H 2.5570 0.6145 -1.3315 -0.8599 0.0208 0.0928 0.46
C 0.4742 -0.2696 2.0825 -0.8148 -1.9207 0.9717 0.28
O 1.6442 -0.5711 1.8375 -3.3913 1.5319 0.4356 -0.50
H -0.2105 0.6488 1.9288 2.0937 -0.2368 -0.5599 0.13
H -0.3227 -1.0042 2.6216 2.1073 0.6384 -0.9058 0.09

17
Properties=species:S:1:pos:R:3:forces:R:3:nbo_charge:R:1 method="wB97M-V/def2-TZVPD" lumo_ev=3.9 e_homo_ev=-3.892 spin_multiplicity=1 gap_ev=7.82 charge=-1 smiles="NCCNCC(=O)[O-]" fmax_ev_per_a=1.11
N 0.5301 -2.1044 1.9345 0.0245 -0.1098 -0.0436 -0.85
C -0.2796 -1.6672 0.7830 0.2472 -0.0274 -0.0725 -0.21
C 0.3488 -0.4825 0.0521 -0.0615 -0.2048 1.0923 -0.22
N -0.4429 -0.0318 -1.0576 -0.0856 -0.2975 -0.2525 -0.65
C 0.0407 1.2348 -1.5932 -0.3706 0.0471 0.0855 -0.34
C -0.3872 2.4590 -0.7389 0.1862 0.2304 0.2543 0.74
O 0.2873 3.4967 -0.9188 -0.2027 -0.1070 -0.0333 -0.78
O -1.3507 2.2653 0.0433 0.0352 0.0205 -0.1491 -0.80
H 1.4642 -1.7162 1.8557 -0.0508 -0.0450 0.0401 0.35
H 0.1512 -1.7716 2.8090 -0.0365 0.1672 -0.0323 0.35
H -0.3384 -2.4888 0.0759 -0.1846 -0.2329 -0.1537 0.17
H -1.2965 -1.4453 1.1132 0.0289 0.1065 -0.0085 0.18
H 0.5468 0.2798 0.8220 -0.1757 0.3267 -0.0993 0.16
H 1.3363 -0.8265 -0.2536 0.2269 0.0208 -0.4793 0.16
H -1.3597 0.2022 -0.6796 0.0056 0.0647 0.0501 0.38
H -0.3727 1.3658 -2.5981 0.1562 0.0827 -0.0238 0.19
H 1.1222 1.2307 -1.6491 0.2574 -0.0424 -0.1743 0.19